DFT (ωB97M-V/def2-TZVPD) results for a molecular structure, C21H42Cl14F4OSi2.

Electronic energy ... -226446.6372 eV
F_max ... 2.29 eV/A
Lowest unoccupied orbital energy ... 0.3 eV
HOMO level ... -0.34686 hartree

The geometry in XYZ format:
```
84
Properties=species:S:1:pos:R:3:forces:R:3
F -2.361 1.648 -1.905 0.21 0.08 0.55
C -1.114 1.982 -1.358 1.16 0.34 -0.89
C -0.275 0.757 -0.973 0.22 0.30 0.37
C -0.589 0.153 0.432 -0.20 0.17 -0.74
Si -2.312 -0.618 0.653 -0.64 -0.19 1.53
C -2.744 -0.427 2.508 0.80 -0.94 0.07
C -1.860 -1.434 3.339 0.45 -0.03 0.48
C -0.527 -0.822 3.737 -2.21 -0.58 -0.03
F -0.603 0.300 4.477 0.30 0.23 -0.35
C 0.635 -1.308 3.384 -0.23 1.04 0.42
F 0.762 -2.504 2.855 0.91 0.12 -0.43
F 1.727 -0.556 3.527 0.54 -1.04 -0.05
O -2.397 -2.281 0.340 1.07 1.08 -0.95
Si -1.441 -2.824 -0.950 -0.90 0.21 0.81
H -1.204 2.737 -0.552 -0.43 -0.61 -0.14
H -0.567 2.496 -2.177 -0.30 -0.22 0.33
H 0.778 1.105 -0.942 -0.52 -0.08 -0.11
H -0.326 0.037 -1.808 -0.09 0.15 0.42
H 0.200 -0.569 0.716 -0.31 0.29 -0.10
H -0.541 0.999 1.153 -0.02 -0.50 -0.19
H -3.384 0.093 -0.066 0.16 -0.03 -0.32
H -3.790 -0.706 2.720 0.32 0.43 -0.26
H -2.530 0.601 2.852 -0.41 -0.41 -0.14
H -1.615 -2.345 2.763 -0.29 0.40 0.16
H -2.378 -1.788 4.252 0.14 0.34 -0.36
H -0.038 -3.032 -0.561 -0.08 0.46 0.51
H -1.488 -1.876 -2.085 0.00 0.09 0.05
H -1.988 -4.101 -1.401 -0.92 0.41 0.40
Cl -2.688 3.713 2.966 0.02 -0.05 -0.03
C -4.275 3.958 3.743 -0.14 0.11 0.04
C -4.389 3.214 5.052 -0.05 0.10 0.09
Cl -4.437 1.451 4.813 -0.01 0.03 0.08
H -5.046 3.650 3.040 0.09 -0.08 0.01
H -4.380 5.029 3.917 0.05 -0.04 0.05
H -5.314 3.493 5.556 -0.01 0.01 -0.09
H -3.557 3.443 5.715 0.03 -0.06 -0.09
Cl 6.371 1.382 1.769 0.01 0.01 -0.03
C 4.818 2.141 2.203 -0.06 0.10 0.07
C 3.651 1.205 2.002 -0.02 0.08 0.15
Cl 3.346 0.869 0.278 0.02 -0.05 -0.01
H 4.709 3.048 1.612 0.02 -0.09 -0.05
H 4.887 2.422 3.253 -0.03 -0.08 -0.01
H 2.743 1.657 2.401 0.05 0.03 -0.03
H 3.808 0.256 2.507 0.07 0.02 -0.10
Cl -0.231 -4.894 -2.225 1.06 -1.73 -0.95
C 1.232 -5.924 -2.205 0.28 0.13 -0.23
C 1.979 -5.901 -3.517 0.12 -0.11 0.15
Cl 1.069 -6.709 -4.822 -0.04 0.01 -0.04
H 0.924 -6.933 -1.938 -0.11 0.06 -0.08
H 1.874 -5.541 -1.410 0.00 0.05 -0.06
H 2.930 -6.436 -3.415 -0.77 0.23 -0.05
H 2.194 -4.883 -3.836 -0.09 -0.03 -0.02
Cl -0.173 5.059 -5.298 0.11 -0.07 -0.05
C -1.534 4.193 -6.064 -0.16 -0.03 -0.16
C -1.913 2.946 -5.305 -0.14 0.03 0.08
Cl -0.657 1.687 -5.413 0.06 -0.01 0.04
H -1.254 3.969 -7.091 0.11 -0.03 0.09
H -2.378 4.882 -6.082 0.00 -0.06 0.08
H -2.825 2.522 -5.725 0.04 0.05 -0.04
H -2.090 3.157 -4.252 0.06 -0.01 -0.03
Cl 5.060 -6.680 -3.226 0.77 -0.11 0.11
C 5.712 -7.621 -4.593 0.09 -0.22 -0.11
C 6.598 -6.786 -5.485 0.09 -0.03 -0.02
Cl 5.675 -5.553 -6.379 -0.01 0.02 0.03
H 4.872 -8.042 -5.143 -0.02 0.13 0.02
H 6.286 -8.443 -4.166 0.03 0.08 0.01
H 7.077 -7.424 -6.227 -0.08 -0.03 0.03
H 7.374 -6.280 -4.915 -0.09 0.03 0.01
Cl 1.825 -1.155 9.710 -0.02 -0.01 0.02
C 1.521 -1.906 8.122 0.06 -0.07 -0.11
C 0.595 -1.077 7.266 0.08 0.00 -0.11
Cl -1.068 -1.049 7.905 -0.01 0.02 0.00
H 1.121 -2.904 8.292 -0.05 0.08 0.05
H 2.488 -2.004 7.629 -0.04 0.07 -0.01
H 0.541 -1.500 6.264 0.00 -0.05 0.05
H 0.940 -0.048 7.184 -0.04 -0.03 0.08
Cl -4.581 8.921 -4.061 -0.03 -0.01 0.02
C -3.115 8.242 -3.310 0.09 0.04 0.04
C -2.656 6.978 -3.995 0.11 0.15 0.09
Cl -3.785 5.623 -3.727 -0.05 -0.01 0.01
H -3.324 8.071 -2.256 -0.07 -0.05 -0.07
H -2.339 9.003 -3.386 0.00 -0.06 -0.07
H -1.692 6.670 -3.594 -0.06 0.02 0.03
H -2.548 7.122 -5.068 -0.07 0.01 0.04
```
Forces are in eV/Å.

---

DFT (ωB97M-V/def2-TZVPD) results for 2 unconnected molecules or ions with the total composition C4H11NS.

Electronic energy ... -16650.4442 eV
F_max ... 2.26 eV/A
ΔE to the lowest compared entry with this formula, charge and spin ... 31.1 kcal per mole
Lowest unoccupied orbital energy ... 0.9 eV
SMILES ... C/C=C/N.CS
HOMO level ... -0.29226 hartree

The geometry in XYZ format:
```
17
Properties=species:S:1:pos:R:3:forces:R:3
C -1.805 -2.189 1.842 -0.55 0.34 -0.22
C -0.442 -1.740 1.394 -0.08 1.46 -0.26
C -0.114 -0.438 1.278 0.16 -0.65 0.10
N 1.187 0.032 0.866 -1.36 -0.15 1.79
H -2.512 -1.341 2.064 0.85 -0.73 -0.24
H -2.280 -2.829 1.090 0.02 0.14 -0.01
H -1.723 -2.808 2.731 -0.01 0.00 0.25
H 0.293 -2.496 1.101 -0.16 0.14 0.31
H -0.852 0.371 1.435 0.52 -0.60 0.04
H 1.869 -0.699 0.929 0.45 -0.20 0.14
H 1.025 0.449 -0.590 0.03 0.32 -0.52
H 1.447 0.845 1.425 0.21 -0.33 -0.25
C -0.540 2.040 -1.535 -1.16 -1.45 0.56
S 0.897 0.974 -1.857 -0.05 0.27 -1.36
H -0.246 2.813 -0.835 -0.25 0.27 -0.01
H -0.884 2.458 -2.489 0.12 -0.02 0.38
H -1.392 1.396 -1.088 1.26 1.20 -0.72
```
Forces are in eV/Å.

---

DFT (ωB97M-V/def2-TZVPD) results for a molecular structure, C7H10OS.

Electronic energy ... -20297.8929 eV
F_max ... 5.18 eV/A
ΔE to the lowest compared entry with this formula, charge and spin ... 126.9 kcal per mole
Lowest unoccupied orbital energy ... 0.1 eV
HOMO level ... -0.32385 hartree

The geometry in XYZ format:
```
19
Properties=species:S:1:pos:R:3:forces:R:3
C 0.611 -1.041 0.238 2.25 1.37 -0.20
C -0.209 -0.328 1.015 1.69 -2.01 -1.94
C 2.480 -0.960 -0.452 -3.60 -3.23 1.86
C 0.744 1.052 -1.038 -0.64 -1.29 1.08
C -0.227 -0.052 -0.482 1.04 0.08 -1.81
C -0.895 -0.179 2.279 2.26 0.86 2.37
C -1.314 -0.550 -1.452 -0.31 2.64 -1.63
O 1.995 -0.276 -2.979 0.00 -0.35 -0.15
S 2.329 0.294 -1.660 -0.14 0.41 -0.18
H 2.932 -0.702 0.467 0.68 0.90 0.73
H 2.773 -2.050 -0.636 -0.47 1.87 -0.66
H 0.402 1.519 -1.934 -0.33 0.65 -0.53
H 1.016 1.752 -0.261 0.15 0.37 0.10
H -0.443 -0.839 3.124 -1.10 0.86 -1.67
H -1.914 -0.257 2.095 -2.03 -0.83 0.14
H -0.818 0.856 2.662 0.25 -0.21 -0.16
H -1.886 -1.250 -0.942 -1.15 -1.45 0.92
H -1.065 -0.991 -2.471 0.49 0.61 1.42
H -2.029 0.327 -1.693 0.97 -1.25 0.33
```
Forces are in eV/Å.

---

DFT (ωB97M-V/def2-TZVPD) results for a gas-phase ion, C5H12NO2 (charge -1).

Electronic energy ... -10963.6499 eV
Net charge ... -1
F_max ... 1.37 eV/A
ΔE to the lowest compared entry with this formula, charge and spin ... 77.0 kcal per mole
Lowest unoccupied orbital energy ... 3.1 eV
SMILES ... N[C@@H](CO)CCC[O-]
HOMO level ... -0.08000 hartree

The geometry in XYZ format:
```
20
Properties=species:S:1:pos:R:3:forces:R:3
C -1.345 1.173 -1.241 0.33 0.36 1.22
O -2.720 0.879 -1.427 0.06 -0.16 -0.54
C -0.729 0.227 -0.226 0.48 -0.53 -0.71
C 0.800 0.404 -0.257 0.14 0.16 0.97
C 1.516 -0.364 0.835 -0.09 -1.31 0.32
C 1.490 -1.930 0.636 -0.44 -0.28 0.04
O 1.570 -2.668 1.746 0.17 0.24 0.11
N -1.368 0.319 1.061 -0.36 0.18 0.67
H -0.699 1.158 -2.124 -0.47 -0.23 -0.39
H -1.260 2.191 -0.826 0.07 0.03 -0.04
H -3.052 1.455 -2.119 -0.07 0.02 -0.04
H -0.875 -0.802 -0.569 -0.29 0.09 -0.07
H 1.051 1.459 -0.103 0.01 0.27 -0.53
H 1.182 0.010 -1.202 -0.02 0.36 -0.22
H 2.566 -0.193 0.861 1.07 0.78 -0.34
H 1.253 -0.111 1.865 -0.69 -0.07 -0.03
H 2.336 -2.097 -0.100 -0.04 -0.03 -0.04
H 0.577 -2.180 0.019 0.00 0.15 -0.01
H -0.841 -0.197 1.758 -0.02 -0.14 -0.14
H -1.454 1.267 1.413 0.16 0.08 -0.23
```
Forces are in eV/Å.